1.
{"formula": "C2H7NO11P2S", "method": "the ωB97M-V functional and the def2-TZVPD basis", "homo_energy_ha": 0.0054, "charge": -2, "e_lumo_ev": 3.859, "homo_lumo_gap_ev": 3.713, "symbols": ["O", "C", "O", "N", "C", "O", "O", "P", "P", "O", "O", "O", "H", "H", "H", "H", "H", "H", "H", "O", "S", "O", "O", "O"], "positions_angstrom": [[1.76, -2.80, -0.28], [0.59, -2.41, -0.02], [-0.08, -3.00, 1.10], [0.00, -1.43, -0.94], [0.36, -0.02, -0.59], [-0.47, 0.95, -1.29], [-0.15, 2.22, -0.91], [-1.73, -1.67, -1.20], [-2.96, -0.82, 0.39], [-2.83, -1.54, 1.74], [-2.77, 0.84, 0.65], [-4.60, -1.04, -0.12], [0.47, -2.80, 1.90], [0.41, 0.14, 0.54], [1.44, 0.16, -0.97], [0.68, 2.20, -0.34], [-2.02, -0.89, -2.38], [-2.88, 1.36, -0.18], [-4.77, -2.00, -0.25], [2.44, 2.47, 0.59], [3.92, 2.51, 0.63], [4.45, 2.53, -0.75], [4.42, 1.30, 1.33], [4.36, 3.72, 1.35]], "lowdin_charge": [0.08, -0.48, 0.01, -0.27, -0.22, -0.25, -0.05, 0.83, 0.41, -0.39, -0.21, -0.27, 0.14, 0.16, 0.17, 0.07, -0.05, 0.07, 0.05, -0.49, 0.13, -0.49, -0.50, -0.49]}


2.
{"formula": "C21H31F5HgOP2", "method": "the ωB97M-V functional and the def2-TZVPD basis", "homo_energy_ha": [-0.2460, -0.2451], "charge": 0, "e_lumo_ev": [-1.131, -1.233], "de_lowest_ev": 3.256, "homo_lumo_gap_ev": [5.564, 5.436], "symbols": ["P", "P", "C", "C", "H", "H", "H", "H", "C", "H", "H", "H", "C", "H", "H", "H", "C", "H", "H", "H", "C", "H", "H", "H", "Hg", "C", "C", "C", "C", "C", "C", "C", "C", "C", "H", "H", "H", "H", "H", "H", "H", "H", "H", "H", "H", "H", "H", "H", "H", "F", "C", "C", "F", "C", "F", "C", "O", "C", "F", "C", "F"], "positions_angstrom": [[-0.18, -1.69, -2.91], [0.48, 1.34, -0.70], [0.58, -0.04, -3.34], [1.37, 0.66, -2.22], [-0.20, 0.61, -3.76], [1.25, -0.27, -4.18], [2.15, -0.01, -1.83], [1.85, 1.56, -2.65], [-0.59, 2.55, -1.65], [-1.02, 3.29, -0.95], [-1.43, 2.07, -2.18], [0.02, 3.11, -2.39], [1.64, 2.69, -0.06], [1.86, 3.51, -0.74], [2.66, 2.22, 0.16], [1.15, 3.13, 0.83], [-1.24, -2.21, -4.38], [-1.63, -3.23, -4.29], [-0.67, -2.19, -5.31], [-2.13, -1.58, -4.51], [1.27, -2.76, -3.75], [2.25, -2.43, -3.37], [1.29, -2.71, -4.85], [1.13, -3.83, -3.49], [2.53, 1.09, 1.70], [-1.35, -0.15, -0.88], [-1.70, -0.76, -2.18], [-2.92, -1.68, -1.97], [-2.44, -3.09, -1.48], [-1.11, -3.42, -2.02], [0.12, -2.91, -1.52], [0.21, -2.12, -0.20], [-0.92, -1.15, 0.18], [2.42, -0.53, 3.00], [-2.08, 0.60, -0.52], [-1.93, 0.01, -2.94], [-3.51, -1.80, -2.89], [-3.61, -1.28, -1.22], [-2.41, -3.20, -0.38], [-3.21, -3.81, -1.82], [-1.08, -4.20, -2.78], [1.05, -3.48, -1.61], [1.16, -1.57, -0.16], [0.28, -2.87, 0.59], [-1.80, -1.72, 0.48], [-0.62, -0.61, 1.11], [2.71, -0.14, 3.99], [2.97, -1.41, 2.63], [1.35, -0.75, 2.93], [-1.09, 3.55, 8.14], [-0.32, 3.28, 7.06], [0.60, 4.24, 6.64], [0.93, 5.28, 7.43], [1.21, 4.07, 5.42], [2.03, 5.02, 4.95], [0.96, 2.92, 4.58], [1.47, 2.91, 3.42], [0.11, 1.91, 5.15], [-0.28, 0.88, 4.36], [-0.46, 2.06, 6.39], [-1.18, 1.06, 6.93]], "lowdin_charge": [0.82, 0.89, -0.30, -0.36, 0.08, 0.08, 0.07, 0.08, -0.25, 0.05, 0.03, 0.05, -0.35, 0.06, -0.03, 0.03, -0.16, 0.05, 0.05, 0.05, -0.22, 0.04, 0.02, 0.04, 1.15, -0.28, -0.41, -0.16, -0.18, -0.23, -0.34, -0.18, -0.25, -0.26, 0.11, 0.10, 0.11, 0.12, 0.10, 0.12, 0.11, 0.12, 0.08, 0.12, 0.10, 0.09, 0.00, -0.02, -0.03, 0.08, -0.16, -0.16, 0.10, -0.16, 0.08, -0.35, -0.17, -0.15, 0.05, -0.16, 0.09]}


3.
{"formula": "C32H35ClN8O5SV", "method": "the ωB97M-V functional and the def2-TZVPD basis", "homo_energy_ha": [-0.0048, -0.0308], "charge": -2, "e_lumo_ev": [4.264, 4.263], "de_lowest_ev": 0.687, "multiplicity": 4, "homo_lumo_gap_ev": [4.394, 5.101], "symbols": ["V", "C", "C", "N", "N", "C", "N", "S", "C", "C", "C", "C", "C", "N", "H", "H", "H", "H", "H", "H", "H", "H", "H", "H", "C", "C", "N", "C", "C", "C", "C", "C", "C", "C", "C", "N", "C", "N", "H", "H", "H", "H", "H", "H", "H", "H", "H", "O", "C", "C", "C", "C", "C", "C", "N", "H", "H", "H", "H", "H", "H", "H", "H", "H", "H", "H", "O", "Cl", "O", "O", "O", "C", "C", "C", "C", "C", "C", "C", "H", "H", "H", "H", "H"], "positions_angstrom": [[-0.11, 0.81, -0.01], [0.95, 0.11, 4.16], [0.83, 0.67, 2.77], [-0.11, 0.18, 1.94], [-0.95, -0.84, 2.35], [-1.99, -1.12, 1.58], [-2.65, -2.29, 1.85], [-2.49, -0.09, 0.32], [1.65, 1.65, 2.27], [2.79, 2.20, 2.95], [3.76, 2.86, 2.28], [3.64, 3.04, 0.84], [2.51, 2.67, 0.22], [1.42, 2.08, 0.89], [1.30, -0.93, 4.12], [1.66, 0.66, 4.77], [-0.02, 0.11, 4.66], [-0.53, -1.63, 2.84], [-2.02, -3.04, 2.15], [-3.23, -2.57, 1.08], [2.88, 2.07, 4.02], [4.61, 3.29, 2.81], [4.42, 3.52, 0.26], [2.31, 2.87, -0.82], [0.54, -0.73, -4.00], [0.64, -0.38, -2.67], [0.04, 0.72, -2.19], [-0.61, 1.54, -3.01], [-0.72, 1.32, -4.41], [-0.14, 0.11, -4.86], [-1.44, 2.14, -5.32], [-1.90, 3.46, -5.24], [-1.56, 4.54, -4.41], [-2.19, 5.81, -4.59], [-1.77, 6.87, -3.83], [-0.81, 6.77, -2.88], [-0.31, 5.54, -2.75], [-0.60, 4.45, -3.43], [0.98, -1.65, -4.35], [1.14, -1.02, -1.94], [-1.05, 2.42, -2.56], [-0.23, -0.15, -5.91], [-1.71, 1.63, -6.24], [-2.58, 3.74, -6.05], [-2.97, 5.94, -5.33], [-2.22, 7.85, -3.96], [0.43, 5.42, -1.96], [2.11, -0.75, 0.33], [3.24, -0.94, -0.09], [4.19, -1.82, 0.69], [5.27, -0.99, 1.39], [6.44, -0.60, 0.49], [6.07, 0.27, -0.71], [5.08, -0.39, -1.68], [3.70, -0.38, -1.23], [4.65, -2.57, 0.03], [3.57, -2.36, 1.40], [5.66, -1.56, 2.24], [4.81, -0.09, 1.82], [6.91, -1.52, 0.12], [7.20, -0.08, 1.08], [6.98, 0.52, -1.26], [5.63, 1.21, -0.36], [5.40, -1.42, -1.88], [5.10, 0.13, -2.63], [3.08, 0.31, -1.63], [-0.44, -4.99, 0.42], [0.33, -3.84, 0.83], [1.74, -4.12, 0.68], [0.05, -3.57, 2.24], [-0.04, -2.69, 0.04], [0.06, 2.59, 0.49], [-0.24, 3.97, 0.76], [-1.41, 4.53, 0.22], [-1.75, 5.86, 0.41], [-0.94, 6.69, 1.18], [0.22, 6.16, 1.74], [0.57, 4.83, 1.54], [-2.05, 3.89, -0.39], [-2.65, 6.25, -0.05], [-1.19, 7.74, 1.31], [0.87, 6.79, 2.33], [1.47, 4.45, 2.00]], "lowdin_charge": [0.62, -0.03, -0.31, -0.10, -0.01, -0.85, 0.08, 0.64, -0.19, -0.08, -0.14, -0.13, -0.13, -0.14, 0.08, 0.06, 0.08, 0.12, 0.06, 0.07, 0.09, 0.07, 0.08, 0.12, -0.08, -0.16, -0.03, -0.06, -0.22, -0.06, -0.11, -0.11, -0.32, -0.07, -0.21, 0.03, -0.26, 0.10, 0.09, 0.08, 0.09, 0.10, 0.08, 0.08, 0.08, 0.08, 0.10, 0.04, -0.46, -0.09, -0.18, -0.22, -0.19, -0.19, 0.09, 0.12, 0.11, 0.10, 0.11, 0.11, 0.10, 0.10, 0.10, 0.11, 0.12, 0.12, -0.37, 0.66, -0.36, -0.40, -0.35, -0.21, -0.24, -0.07, -0.12, -0.14, -0.12, -0.04, 0.11, 0.09, 0.08, 0.08, 0.09]}


4.
{"formula": "C35H45CoN5O3PS", "method": "the ωB97M-V functional and the def2-TZVPD basis", "homo_energy_ha": [-0.6471, -0.6538], "charge": 4, "e_lumo_ev": [-10.918, -14.367], "multiplicity": 5, "homo_lumo_gap_ev": [6.690, 3.423], "symbols": ["Co", "N", "C", "C", "C", "N", "C", "C", "N", "C", "H", "H", "H", "H", "H", "H", "H", "H", "H", "H", "H", "H", "H", "H", "H", "H", "C", "C", "C", "N", "C", "S", "N", "C", "O", "C", "C", "C", "C", "C", "C", "H", "H", "H", "H", "H", "H", "H", "H", "H", "H", "H", "H", "H", "H", "C", "C", "C", "C", "C", "C", "P", "C", "C", "C", "C", "C", "C", "C", "C", "C", "C", "C", "C", "H", "H", "H", "H", "H", "H", "H", "H", "H", "H", "H", "H", "H", "H", "H", "O", "O"], "positions_angstrom": [[0.12, -1.31, -0.84], [0.11, -2.11, -4.44], [0.19, -3.58, -3.99], [1.51, -3.88, -3.27], [1.82, -3.38, -1.86], [2.05, -1.92, -1.78], [-0.01, -4.70, -0.84], [-1.77, -3.64, -2.07], [-1.65, -2.17, -1.77], [-1.16, -4.05, -3.42], [0.92, -1.88, -5.03], [0.08, -1.44, -3.67], [-0.72, -1.96, -5.02], [0.28, -4.10, -4.94], [2.35, -3.58, -3.91], [1.58, -4.97, -3.25], [2.70, -3.93, -1.51], [2.52, -1.57, -2.60], [2.70, -1.75, -1.01], [0.12, -5.15, 0.13], [0.30, -5.40, -1.63], [-2.83, -3.88, -2.15], [-2.26, -2.04, -0.95], [-2.13, -1.64, -2.49], [-1.91, -3.82, -4.18], [-1.12, -5.14, -3.42], [-2.67, 4.21, -1.53], [-2.47, 4.13, -0.02], [-1.69, 2.90, 0.42], [-0.29, 2.97, -0.03], [0.32, 2.22, -0.91], [-0.43, 0.86, -1.68], [1.58, 2.56, -1.33], [2.48, 3.60, -0.93], [3.63, 3.32, -0.79], [2.03, 5.03, -0.87], [2.91, 5.93, -0.19], [2.69, 7.35, -0.21], [1.65, 7.86, -0.93], [0.80, 6.98, -1.62], [1.00, 5.55, -1.59], [-3.21, 5.11, -1.80], [-3.24, 3.35, -1.89], [-1.72, 4.22, -2.07], [-3.44, 4.10, 0.49], [-1.97, 5.03, 0.36], [-2.12, 1.99, 0.02], [-1.66, 2.80, 1.51], [0.24, 3.71, 0.40], [2.07, 1.81, -1.80], [3.77, 5.53, 0.33], [3.37, 7.99, 0.34], [1.47, 8.93, -0.98], [-0.03, 7.37, -2.21], [0.34, 4.92, -2.18], [1.60, -4.96, 3.68], [2.30, -3.76, 3.68], [1.78, -2.65, 3.04], [0.54, -2.73, 2.41], [-0.17, -3.93, 2.41], [0.36, -5.04, 3.05], [-0.16, -1.31, 1.54], [-1.90, -1.20, 2.03], [-2.83, -0.60, 1.19], [-4.16, -0.49, 1.57], [-4.56, -0.98, 2.81], [-3.64, -1.57, 3.66], [-2.31, -1.69, 3.27], [0.69, 0.17, 2.15], [0.19, 0.92, 3.21], [0.90, 2.02, 3.68], [2.12, 2.37, 3.10], [2.63, 1.61, 2.04], [1.91, 0.53, 1.57], [2.00, -5.83, 4.18], [3.26, -3.70, 4.19], [2.33, -1.71, 3.08], [-1.15, -4.00, 1.94], [-0.20, -5.97, 3.07], [-2.51, -0.18, 0.24], [-4.88, -0.02, 0.91], [-5.60, -0.90, 3.11], [-3.95, -1.95, 4.62], [-1.60, -2.16, 3.94], [-0.74, 0.65, 3.69], [0.52, 2.59, 4.52], [2.69, 3.19, 3.50], [3.60, 1.85, 1.62], [2.32, -0.08, 0.77], [0.77, -3.50, -0.92], [-1.35, -4.34, -0.94]], "lowdin_charge": [0.40, 0.24, -0.22, -0.06, -0.34, 0.07, -0.15, -0.32, 0.05, -0.05, 0.18, 0.10, 0.18, 0.17, 0.15, 0.15, 0.18, 0.11, 0.11, 0.14, 0.15, 0.17, 0.09, 0.11, 0.14, 0.16, -0.08, -0.21, -0.16, 0.08, -0.70, 0.69, 0.12, -0.36, 0.18, -0.11, 0.15, 0.07, 0.03, 0.12, 0.06, 0.09, 0.09, 0.04, 0.13, 0.11, 0.07, 0.13, 0.15, 0.14, 0.15, 0.15, 0.15, 0.15, 0.12, -0.03, -0.04, -0.07, -0.36, -0.13, -0.05, 1.06, -0.37, -0.14, -0.05, -0.03, -0.02, -0.07, -0.37, -0.06, -0.04, -0.05, -0.07, -0.14, 0.13, 0.12, 0.10, 0.11, 0.13, 0.05, 0.12, 0.13, 0.13, 0.12, 0.12, 0.12, 0.12, 0.11, 0.09, -0.14, -0.02]}


Molar mass values, unit g mol⁻¹, following the record order: 315.089 657.006 730.147 705.751.
Electronic energy values, unit eV, following the record order: -55610.5953 -60656.7814 -104948.8570 -108332.3564.